No. 1
110
Properties=species:S:1:pos:R:3:lowdin_charge:R:1 method="wB97M-V/def2-TZVPD" homo_ev=-7.675 lumo_energy_ev=-1.11 spin_multiplicity=1 relative_energy_kj_mol=280.0
H 3.873 4.469 -1.462 0.118
C -2.348 2.562 -3.269 -0.078
H 2.194 7.524 -1.015 0.113
C 1.607 7.074 -0.219 0.010
H 4.944 -4.496 0.345 0.055
H -3.412 -1.281 -3.015 0.106
C -2.272 -3.977 -3.021 -0.066
C -2.227 -2.101 -1.543 -0.191
H -0.278 5.186 2.430 0.073
H -4.481 1.774 -4.312 0.072
C 3.340 -1.697 2.036 -0.058
C 1.827 -2.417 -0.391 0.058
H -1.182 -4.436 -0.634 0.070
C 1.329 5.688 -0.321 -0.254
H -2.564 -5.471 -1.061 0.095
H -2.625 -4.194 0.349 0.117
Tl -0.396 2.829 0.351 0.862
N -0.314 2.276 2.501 0.075
H -2.619 -5.048 -3.273 0.116
C 2.827 -4.722 -0.142 -0.523
C -0.954 0.505 -1.484 -0.303
C -1.179 -1.869 -0.700 0.032
O 2.826 0.605 1.481 0.078
N -1.646 0.374 3.200 0.098
H -4.446 0.113 -4.319 0.066
C -2.032 0.309 -2.331 -0.085
H 5.379 -3.127 3.492 0.100
C -4.807 4.024 1.540 -0.262
O 1.914 2.396 0.058 -0.174
H -4.730 -2.774 -2.509 0.085
H -4.829 -4.366 -2.009 0.093
C -2.312 -4.455 -0.706 -0.067
C -3.913 1.834 1.028 -0.184
H 0.272 7.663 2.853 0.113
C -6.090 2.063 2.050 -0.096
C -3.807 3.241 0.984 -0.453
C 4.573 -2.617 4.086 -0.076
H -4.595 0.984 -2.704 0.092
F -6.880 4.191 2.701 0.116
C 2.671 -0.582 1.268 -0.190
C -1.814 0.715 -4.854 -0.025
C -1.304 -0.957 3.143 -0.347
H 3.101 -0.744 5.356 0.088
C 0.471 7.122 1.928 -0.029
C 2.794 -0.942 4.320 -0.030
H 1.980 -1.616 4.287 0.063
H -1.178 -3.890 -2.960 0.089
C 4.010 -1.376 3.414 -0.505
C 4.384 -4.942 -0.439 -0.008
H -4.634 -3.132 -0.720 0.090
C 2.937 3.928 -1.335 -0.152
H 3.643 -3.786 1.931 0.075
H 3.794 -3.349 4.207 0.073
H 4.645 -4.607 -1.438 0.080
C 5.119 -0.280 3.265 -0.031
H 2.786 3.121 -2.048 0.123
H 0.852 4.459 -1.900 0.122
C -4.116 0.940 -3.699 -0.042
N 0.558 -0.349 0.128 0.186
H 3.209 3.899 0.735 0.096
H 2.411 0.004 3.893 0.081
H 1.428 8.829 1.164 0.115
C -0.548 -0.596 -0.660 -0.168
H 2.408 -6.184 -1.592 0.079
H 2.965 -5.446 1.880 0.056
H 2.352 -4.527 -2.270 0.103
C -0.881 1.321 2.825 -0.393
H 4.551 -6.054 -0.375 0.099
H -2.810 3.189 -4.023 0.085
H 2.109 1.580 0.587 0.011
H -2.560 -3.380 -3.916 0.092
F -7.147 1.402 2.646 0.081
S -2.456 4.235 0.332 0.697
H 2.067 5.640 -2.291 0.116
H -1.333 2.846 -3.125 0.056
C 3.221 -2.919 1.527 0.039
H 1.347 -5.351 1.219 0.093
H 0.947 -5.147 -1.226 0.077
H -1.926 -0.354 -5.005 0.077
F -4.881 5.353 1.436 0.084
C -2.508 1.095 -3.545 -0.527
H 4.040 2.586 -0.189 0.161
H -0.775 -2.608 -0.032 0.098
F -2.921 1.017 0.566 0.060
C -2.816 -3.483 -1.727 -0.619
H 4.848 0.500 2.491 0.083
C 1.189 7.782 0.929 -0.046
C -5.928 3.417 2.152 -0.133
H 1.350 -2.697 -1.268 0.092
C 2.370 -5.574 1.037 -0.037
H 4.877 -2.291 5.118 0.105
H 5.997 -0.786 2.881 0.070
H 5.392 0.251 4.196 0.088
N -1.028 -2.056 3.135 0.113
C 0.220 5.749 1.720 -0.124
C 3.072 3.192 -0.009 -0.233
C 2.040 -5.178 -1.402 -0.046
H -0.751 1.027 -4.774 0.101
C -4.321 -3.430 -1.713 -0.041
O -0.320 1.687 -1.445 -0.216
C 1.782 4.928 -1.515 -0.131
F -5.245 -0.091 1.430 0.122
C -5.082 1.237 1.511 -0.125
C -2.626 -1.011 -2.285 0.033
H 2.448 -6.611 0.756 0.090
H -2.823 2.706 -2.243 0.089
N 0.574 5.057 0.624 0.018
H -2.337 1.262 -5.631 0.081
C 2.578 -3.275 0.249 -0.174
C 1.566 -1.110 0.325 -0.107


No. 2
10
Properties=species:S:1:pos:R:3:lowdin_charge:R:1 method="wB97M-V/def2-TZVPD" homo_ev=-9.765 lumo_energy_ev=0.17 spin_multiplicity=1 smiles="O=CC(O)C=O" relative_energy_kj_mol=268.9
C 0.302 0.199 -0.504 -0.260
H -1.122 0.450 1.134 0.146
O -2.066 -0.260 -0.538 0.091
H 0.060 2.112 -0.056 0.102
C 0.958 -0.954 0.457 -0.103
C -1.096 0.082 0.078 -0.293
H 1.964 -1.381 0.665 0.131
H 0.339 -0.208 -1.521 0.155
O 0.600 1.572 -0.658 -0.008
O 0.063 -1.611 0.944 0.040


No. 3
111
Properties=species:S:1:pos:R:3:lowdin_charge:R:1 method="wB97M-V/def2-TZVPD" homo_ev=-8.296 lumo_energy_ev=-0.09 spin_multiplicity=1 smiles="C[N+](=O)[O-].C[N+](=O)[O-].C[N+](=O)[O-].C[N+](=O)[O-].O=S1(=O)OCCO1.O=S1(=O)OCCO1.O=S1(=O)OCCO1.c1cc[nH]c1.c1cc[nH]c1.c1cc[nH]c1.c1cc[nH]c1.c1cc[nH]c1"
O -8.429 -15.016 -32.581 0.067
O -13.915 -11.915 -31.963 -0.202
H -9.468 -20.274 -31.299 0.113
C -15.380 -20.136 -30.957 -0.151
H -18.331 -16.596 -36.416 0.107
N -13.788 -18.557 -38.860 0.021
N -10.763 -19.211 -32.306 -0.425
H -15.936 -19.243 -30.668 0.133
H -15.647 -10.997 -31.436 0.133
H -13.887 -13.116 -41.662 0.110
C -12.999 -15.021 -40.916 -0.154
O -10.888 -19.119 -33.521 0.029
H -14.540 -10.111 -32.501 0.140
H -15.284 -11.609 -34.450 0.122
C -11.802 -16.609 -36.877 -0.119
C -16.743 -17.313 -33.643 -0.140
H -8.292 -23.225 -38.279 0.101
N -9.833 -12.206 -36.307 -0.446
H -13.694 -20.850 -32.160 0.137
O -13.210 -19.767 -30.424 -0.222
O -14.226 -15.124 -43.838 -0.233
H -17.045 -18.841 -38.964 0.083
H -10.364 -20.586 -35.568 0.062
O -8.595 -16.456 -34.149 0.049
H -7.762 -20.863 -34.840 0.115
H -16.724 -11.406 -33.600 0.140
O -15.131 -20.932 -29.783 -0.198
H -14.124 -11.928 -38.284 0.108
H -11.012 -16.009 -34.234 0.071
S -14.052 -13.427 -32.607 0.659
C -8.333 -21.418 -35.570 -0.154
H -12.339 -12.871 -40.988 0.128
H -10.799 -14.502 -33.218 0.085
C -15.025 -11.071 -32.331 -0.155
C -10.190 -13.377 -37.141 0.042
H -15.668 -19.719 -41.180 0.090
H -13.934 -15.289 -40.416 0.129
C -8.570 -22.624 -37.431 -0.113
H -6.704 -22.452 -36.300 0.144
O -9.982 -11.088 -36.756 0.057
H -13.827 -19.153 -32.253 0.130
C -14.999 -18.324 -38.293 -0.165
O -12.944 -22.154 -29.601 -0.235
C -10.550 -15.546 -33.371 0.039
O -9.590 -12.428 -35.143 0.073
C -10.386 -20.584 -31.800 0.087
H -11.122 -18.755 -36.508 0.099
C -14.003 -19.982 -31.563 -0.207
C -13.442 -16.842 -35.308 -0.089
N -9.080 -15.703 -33.337 -0.447
O -11.863 -15.690 -44.346 -0.221
H -9.767 -14.266 -36.687 0.089
C -15.492 -13.260 -37.290 -0.108
H -10.210 -21.247 -32.636 0.091
H -12.254 -15.272 -40.155 0.123
H -17.279 -14.615 -37.204 0.070
C -16.667 -13.926 -37.760 -0.084
O -12.298 -13.803 -42.813 -0.191
H -15.843 -12.072 -40.236 0.139
H -10.717 -22.014 -37.673 0.096
H -14.283 -16.708 -34.651 0.096
O -14.058 -14.422 -31.586 -0.215
H -9.766 -13.250 -38.137 0.100
H -11.269 -13.414 -37.259 0.091
H -6.900 -19.301 -38.001 0.100
O -8.768 -16.991 -38.983 0.032
H -17.488 -15.293 -34.048 0.088
O -15.576 -13.164 -33.178 -0.204
H -7.767 -19.096 -39.545 0.102
N -15.862 -12.641 -39.413 0.023
C -7.835 -19.007 -38.464 0.038
N -17.331 -18.213 -35.544 0.012
H -13.198 -14.972 -36.311 0.079
H -14.932 -13.271 -36.367 0.077
S -12.846 -15.212 -43.418 0.664
O -12.724 -15.923 -41.975 -0.205
N -7.660 -22.198 -36.461 0.019
H -15.104 -18.109 -37.239 0.087
O -13.174 -13.478 -33.727 -0.235
C -16.874 -13.483 -39.029 -0.143
H -11.190 -20.876 -31.132 0.068
C -9.775 -22.000 -37.148 -0.127
O -10.895 -18.320 -31.515 0.090
H -13.088 -19.296 -40.733 0.105
C -15.709 -11.777 -33.454 -0.203
C -16.743 -18.502 -34.340 -0.137
S -13.578 -20.894 -29.294 0.682
C -12.812 -15.974 -36.192 -0.129
C -15.315 -19.294 -40.249 -0.122
O -13.514 -20.326 -27.980 -0.209
O -7.542 -17.067 -37.239 0.086
C -15.014 -12.539 -38.335 -0.161
H -12.949 -18.398 -38.314 0.099
H -16.101 -20.694 -31.557 0.131
H -8.657 -19.659 -38.168 0.083
C -9.639 -21.287 -35.945 -0.133
H -11.112 -16.200 -37.598 0.083
H -16.357 -17.106 -32.654 0.091
C -11.794 -17.914 -36.428 -0.154
C -13.950 -19.066 -40.134 -0.108
H -16.295 -19.460 -34.140 0.097
C -17.446 -16.317 -34.371 -0.082
N -12.794 -18.055 -35.501 0.026
H -12.927 -18.896 -34.972 0.124
H -10.888 -16.123 -32.509 0.083
C -15.981 -18.781 -39.117 -0.121
H -17.420 -18.862 -36.305 0.139
H -17.569 -13.856 -39.767 0.112
N -8.087 -17.598 -38.170 -0.450
C -17.806 -16.952 -35.542 -0.146
C -12.914 -13.603 -41.553 -0.177


No. 4
74
Properties=species:S:1:pos:R:3:lowdin_spin:R:1 method="wB97M-V/def2-TZVPD" homo_ev="-4.101 / -4.999" total_charge=-1 lumo_energy_ev="2.45 / 2.26" spin_multiplicity=3 s_squared=2.01 relative_energy_kj_mol=90.8
C 1.407 3.403 -1.966 0.030
N 0.115 -0.091 -1.838 0.223
C -2.508 -0.389 -3.023 0.000
O -2.850 -0.592 3.595 0.000
C 0.913 2.062 -1.503 0.211
H 4.420 0.893 0.662 0.000
H 0.517 0.344 -4.453 0.000
H 2.484 3.512 -1.810 0.010
Cl 3.748 -0.337 3.274 0.000
H 1.514 -3.740 -4.206 0.000
C -0.551 3.882 1.215 0.001
C 0.522 1.041 -2.404 0.159
Cl -2.564 1.155 0.114 0.011
C -1.413 -3.247 1.062 0.003
C 3.055 4.337 2.279 0.000
H 2.999 0.600 -0.341 0.002
H -4.250 0.361 1.552 0.000
S -0.868 -2.381 -0.368 0.018
C 0.933 3.683 1.326 0.004
H -0.825 4.902 1.488 0.000
C -2.221 -4.409 3.336 -0.001
H -2.916 -0.697 -2.057 0.000
H 3.045 -2.368 -2.946 0.000
H -5.167 -3.463 1.994 0.000
H 1.630 1.674 -4.135 0.006
C -1.549 -2.318 -4.305 0.000
C 1.571 2.642 0.645 0.015
C -2.425 -0.294 2.491 0.001
C 2.242 -1.943 -2.344 0.001
Cl 1.343 -1.654 4.212 0.001
N -0.493 -3.907 1.775 -0.001
C 2.951 2.456 0.769 0.005
H -4.918 -4.357 3.519 0.000
H -2.199 0.652 -2.924 0.000
H 2.501 -0.916 -2.090 0.001
H 3.626 4.986 2.931 0.000
H -2.533 -4.852 4.271 0.000
H 4.743 3.147 1.711 0.000
C -1.364 -1.290 -3.389 0.004
C 0.649 1.263 -3.890 0.022
H 2.172 -2.507 -1.409 0.000
Cl 1.815 -1.350 1.383 0.007
C 3.676 3.309 1.597 0.001
H -1.060 3.190 1.889 0.000
C -3.116 -3.739 2.506 0.000
C -4.553 -3.544 2.889 0.000
N -2.721 -3.194 1.364 0.000
C 0.707 -3.050 -3.985 0.001
H -0.914 3.677 0.208 0.000
C 3.679 1.369 0.019 0.002
H 4.207 1.779 -0.847 0.001
H -0.100 1.980 -4.239 0.008
H -2.518 -2.431 -4.779 0.000
C -3.254 0.752 1.733 0.002
C -0.915 -4.478 2.898 0.000
N 0.838 1.752 -0.209 0.187
H 0.931 4.200 -1.390 0.006
H -3.299 -0.445 -3.772 0.000
O 0.328 0.961 2.224 0.022
O -1.424 -0.777 1.877 0.006
C 1.687 4.519 2.136 0.000
H 1.188 5.316 2.676 0.000
H -4.629 -2.607 3.444 0.000
C 1.236 0.805 3.090 0.003
C 0.925 -2.034 -3.062 0.005
C -0.521 -3.197 -4.607 -0.001
Ti -0.190 -0.055 0.461 1.003
H -0.679 -3.996 -5.321 0.000
O 1.557 1.525 4.010 0.000
C -0.119 -1.153 -2.771 0.017
H -0.160 -5.000 3.480 0.000
H 1.197 3.567 -3.019 0.000
H -3.302 1.675 2.303 0.000
C 2.018 -0.568 2.996 0.004


Asked for E_tot across the records above, the calculation gives -89160.0414 -9315.9134 -118754.7455 -128773.5896 eV in order.